Below is 12 unconnected molecules or ions with the total composition C36H95B5F20N8O6 at a distorted geometry, with properties calculated with the ωB97M-V functional and the def2-TZVPD basis.

```
170
Properties=species:S:1:pos:R:3:forces:R:3
C 8.4707 -3.0702 -6.8323 1.3 -0.8 -1.8
C 8.2297 -2.3789 -5.5749 -1.3 -0.9 1.7
N 8.3294 -0.9415 -5.6219 -1.7 2.2 1.3
C 9.3293 -0.1467 -6.1289 -0.6 1.7 0.4
C 8.9447 1.1791 -5.9285 0.3 -1.4 1.0
N 7.7630 1.1745 -5.1887 0.5 -3.4 -1.8
C 7.3781 -0.1324 -5.0416 1.7 1.3 -1.2
C 6.9873 2.3113 -4.8071 0.2 1.3 0.9
H 8.2631 -4.1356 -6.7329 0.0 0.1 0.1
H 9.5244 -2.9772 -7.0954 0.1 -0.1 -0.3
H 7.8830 -2.7197 -7.6807 -0.1 0.2 0.2
H 8.8174 -2.7639 -4.7416 0.4 0.1 -0.2
H 7.2150 -2.6532 -5.2865 -0.2 0.6 0.2
H 10.2807 -0.5169 -6.4812 -0.3 -0.1 -0.2
H 9.5144 2.0889 -6.0468 -0.2 -0.1 -0.3
H 6.4173 -0.3676 -4.6080 0.2 -0.6 -0.1
H 5.9989 2.4321 -5.2506 0.1 -0.6 -0.2
H 7.5747 3.1839 -5.0930 -0.1 0.1 0.2
H 6.9192 2.2765 -3.7198 -0.3 0.3 0.0
C -6.7637 -2.4060 -11.8087 1.1 1.1 0.1
N -5.4737 -1.6162 -11.4647 1.3 0.3 1.4
C -4.2572 -2.1369 -12.2629 -0.8 0.9 0.4
C -5.6601 -0.1177 -11.7788 0.2 -0.5 -0.3
C -5.0650 -1.6115 -9.9099 -2.2 -0.2 -1.5
C -4.7006 -2.9396 -9.3062 0.6 -1.0 -1.2
O -5.6280 -4.0486 -9.5704 0.6 1.9 0.5
H -6.5669 -3.4774 -11.8459 0.1 0.3 0.3
H -7.0537 -2.0253 -12.7880 -0.1 -0.2 0.0
H -7.5143 -2.1197 -11.0720 0.1 -0.3 0.0
H -4.5042 -1.9068 -13.2994 0.2 -0.6 -0.1
H -4.0239 -3.1707 -12.0082 -0.6 0.0 -0.4
H -3.3721 -1.5626 -11.9895 -0.2 0.2 0.1
H -4.8324 0.4986 -11.4280 0.5 -0.6 -0.1
H -6.4991 0.3599 -11.2728 -0.5 -0.8 -0.2
H -5.7164 -0.0473 -12.8650 -0.3 0.2 0.1
H -5.9814 -1.2296 -9.4600 0.1 0.1 0.2
H -4.2895 -0.8475 -9.8561 0.2 -0.4 0.2
H -4.5115 -2.7522 -8.2492 -0.2 -0.1 0.1
H -3.7612 -3.2603 -9.7566 0.4 0.1 0.2
H -5.3267 -4.7053 -8.9383 -0.3 -0.5 0.0
C 7.3095 -2.1157 10.2025 -1.5 -0.5 -0.3
N 6.7726 -1.5309 8.9215 0.6 -0.2 -0.1
C 7.1097 -0.0093 8.9713 -1.3 -1.2 -1.0
C 7.4966 -2.2641 7.7717 -0.2 0.8 -0.2
C 5.2355 -1.8698 8.8829 0.5 0.4 -2.4
C 4.6534 -1.8184 7.3945 0.0 0.5 1.2
O 4.9678 -0.5470 6.8469 0.3 -0.3 0.2
H 6.6388 -1.7500 10.9800 0.4 0.1 0.2
H 8.3553 -1.8894 10.4100 -0.2 0.0 -0.3
H 7.0857 -3.1740 10.0680 0.6 -0.1 0.5
H 6.6390 0.3747 8.0663 0.7 0.2 -0.2
H 8.1918 0.0708 9.0756 -0.2 0.2 -0.2
H 6.5708 0.4837 9.7803 0.2 -0.5 0.3
H 7.1937 -1.8938 6.7923 -0.2 0.3 0.3
H 7.2732 -3.3310 7.7716 -0.1 0.1 0.5
H 8.5750 -2.1192 7.8364 -0.1 0.1 0.4
H 4.7509 -1.1518 9.5445 0.0 -0.2 -0.1
H 5.1267 -2.9095 9.1916 0.1 0.2 0.4
H 3.5728 -1.9614 7.3984 -0.2 0.2 0.7
H 4.9600 -2.6641 6.7789 0.8 0.1 0.1
H 4.8554 -0.5633 5.8936 -0.1 0.0 -0.2
C 4.1878 5.7525 3.4643 0.1 -0.3 1.5
N 3.7260 6.6989 4.5347 -0.5 2.3 0.6
C 2.5743 6.1295 5.3641 -0.2 -0.8 -1.2
C 4.8323 7.0704 5.5364 0.1 -0.7 0.1
C 3.2013 7.9516 3.7131 0.7 -0.2 1.1
C 2.7696 9.2088 4.5168 0.2 0.6 -1.3
O 3.8472 9.9483 5.1106 -0.2 -1.4 0.4
H 3.3236 5.5411 2.8345 0.4 0.0 -0.2
H 4.5094 4.8735 4.0229 0.0 -0.3 -0.4
H 5.0587 6.1790 2.9664 -0.4 0.0 -0.2
H 1.7260 5.9147 4.7142 0.1 0.3 -0.4
H 2.1802 6.7803 6.1446 0.7 0.1 -0.1
H 2.8455 5.1342 5.7162 0.4 0.3 0.4
H 4.3943 7.5403 6.4170 -0.2 -0.1 -0.3
H 5.6675 7.7026 5.2348 -0.6 0.3 -1.0
H 5.3308 6.1429 5.8182 -0.4 -0.2 0.2
H 2.4115 7.5000 3.1128 -0.3 0.5 0.2
H 4.0236 8.1547 3.0271 0.0 0.3 0.2
H 1.8880 9.0353 5.1339 0.3 -0.3 0.6
H 2.4181 9.9480 3.7970 -0.5 -0.7 -0.8
H 3.5075 10.8387 5.2262 0.2 0.2 0.1
C -1.6972 -0.0785 -2.2115 -0.7 -0.2 0.3
N -1.3751 -0.1186 -0.7198 -2.2 0.1 0.1
C -1.2202 -1.5846 -0.3421 1.7 0.8 0.0
C -0.1526 0.7144 -0.4252 0.2 -0.9 -0.6
C -2.5972 0.4261 0.1308 0.9 1.0 -0.9
C -2.5677 0.1432 1.6142 -3.4 -0.3 -1.1
O -1.6138 0.6924 2.3843 3.0 0.4 0.9
H -2.6914 -0.4866 -2.3935 -0.1 -0.2 0.4
H -1.0175 -0.7374 -2.7519 0.3 0.4 0.1
H -1.7458 0.9323 -2.6165 0.5 0.0 0.3
H -2.1381 -2.1464 -0.5154 0.2 0.2 -0.2
H -0.8522 -1.6827 0.6792 -0.6 0.3 0.2
H -0.3343 -1.9028 -0.8917 -0.4 -0.5 -0.5
H 0.5715 0.5142 -1.2150 0.3 -0.6 0.3
H 0.1691 0.3870 0.5634 0.3 0.6 -0.1
H -0.3043 1.7835 -0.5737 -0.7 -0.1 0.6
H -3.5432 0.0762 -0.2824 0.3 -0.8 0.0
H -2.6540 1.4897 -0.1009 0.5 0.2 0.2
H -2.8145 -0.9099 1.7487 0.6 -0.4 0.3
H -3.4447 0.6597 2.0044 -1.1 -0.3 -0.8
H -1.9739 0.6355 3.2724 0.4 0.2 0.4
C -0.0349 -8.7409 1.2725 1.3 -0.8 1.3
N 0.9133 -9.8186 1.9160 0.2 -0.1 -2.8
C 0.6578 -10.0060 3.3342 -1.3 -0.2 1.3
C 0.5533 -11.1351 1.1821 0.0 0.7 0.3
C 2.4424 -9.5096 1.7482 -0.6 -1.2 0.6
C 2.9380 -9.1023 0.3933 0.2 0.0 -2.7
O 3.0374 -10.1068 -0.6550 -0.8 -1.0 1.1
H 0.0595 -8.6833 0.1881 0.1 -0.5 0.2
H 0.3065 -7.7939 1.6907 -0.6 0.0 0.1
H -1.0076 -9.1100 1.5976 -0.1 0.7 -0.2
H 0.7719 -9.0955 3.9225 0.8 -0.1 -0.2
H 1.1593 -10.9032 3.6968 0.7 0.5 0.1
H -0.3780 -10.2600 3.5596 -0.3 0.0 -0.7
H 0.4530 -10.9255 0.1172 0.4 -0.1 0.1
H -0.4213 -11.4514 1.5539 0.1 0.0 0.1
H 1.3061 -11.8946 1.3932 0.0 0.2 -0.1
H 2.9046 -10.4329 2.0976 0.1 -0.1 -0.2
H 2.7049 -8.7929 2.5264 -0.3 0.4 -0.3
H 3.9280 -8.6476 0.4278 -0.3 0.4 0.7
H 2.2325 -8.4493 -0.1204 0.1 0.9 0.8
H 3.8814 -10.1288 -1.1118 0.2 0.3 0.4
C -12.2909 6.2093 3.0689 1.1 1.2 -0.4
N -11.1169 6.4659 2.0801 -0.6 -2.5 -0.3
C -11.5023 5.5620 0.8845 -0.4 0.9 1.0
C -11.0261 7.8823 1.6161 -0.8 -0.4 0.1
C -9.8390 5.8508 2.7661 -0.1 0.1 -2.0
C -8.6291 5.8664 1.7302 -0.5 0.4 1.4
O -8.2581 7.2347 1.4556 -0.3 -1.5 0.1
H -12.3587 5.1294 3.2006 0.1 0.3 0.4
H -13.2302 6.6077 2.6853 0.2 -0.1 -0.3
H -12.0376 6.7965 3.9516 -0.1 -0.5 0.3
H -10.7518 5.5695 0.0940 -0.1 -0.2 0.3
H -12.4415 5.9781 0.5201 0.1 0.0 -0.2
H -11.7616 4.6058 1.3389 0.5 -0.2 -0.6
H -10.4805 7.9629 0.6760 0.7 0.0 0.7
H -10.6930 8.4502 2.4848 0.2 0.4 -0.6
H -12.0309 8.1589 1.2968 -0.2 0.1 0.5
H -10.1285 4.8361 3.0396 0.1 -0.1 -0.2
H -9.6768 6.3609 3.7156 0.2 0.4 -0.3
H -8.8250 5.2736 0.8368 -0.4 0.7 -0.2
H -7.7922 5.3017 2.1413 0.1 0.2 0.5
H -7.8976 7.5044 2.3035 0.4 0.6 -0.1
B 2.2094 -1.6980 -8.3032 0.4 -1.6 -0.4
F 2.1996 -0.5667 -7.5142 -1.1 0.6 0.6
F 2.0012 -2.9052 -7.5590 -0.3 0.5 0.5
F 1.3146 -1.7579 -9.3861 -0.7 0.7 0.2
F 3.4803 -1.7642 -8.8252 1.6 -0.2 -0.7
B 5.1034 -2.5930 0.9740 -1.2 0.5 -1.2
F 5.2646 -1.1931 1.0889 0.1 0.0 0.5
F 6.1724 -3.3077 1.3698 1.7 -0.7 1.9
F 3.9048 -2.9944 1.6327 0.2 0.1 0.3
F 5.0064 -2.9104 -0.3788 -0.8 0.1 -1.3
B 1.4506 7.7648 -3.1017 1.1 0.6 -0.1
F 1.8272 8.1740 -4.3704 0.1 0.4 -0.8
F 0.8332 8.8070 -2.4215 -0.4 0.6 0.5
F 0.6616 6.6739 -3.1751 -1.9 -1.8 -0.2
F 2.5915 7.3520 -2.4048 1.2 0.0 0.8
B -4.4856 -0.4327 8.1026 0.6 1.4 0.6
F -5.1297 0.5518 7.3944 -0.9 1.4 -1.0
F -4.4586 -1.5536 7.3877 0.2 -2.7 -1.6
F -3.1524 0.0150 8.3079 0.7 0.1 0.4
F -5.1328 -0.6304 9.2908 -0.4 -0.2 1.5
B -8.6984 -2.8736 1.1500 0.0 -1.0 -0.5
F -9.5627 -3.7800 1.7145 -1.7 -0.6 0.2
F -9.3535 -1.9723 0.2681 0.1 0.3 0.6
F -7.9870 -2.3462 2.1927 0.6 1.8 0.8
F -7.7988 -3.6166 0.3976 1.1 -0.5 -1.3
```
Positions in Å, forces in eV/Å.

- Kohn-Sham gap: 7.33 eV
- Net charge: +2
- HOMO level: -10.7 eV
- Spin multiplicity: 1
- Energy: -4439.77070 Ha